Record 1
10
Properties=species:S:1:pos:R:3:forces:R:3 method="wB97M-V/def2-TZVPD" homo_lumo_gap_ev="5.7 / 5.3" homo_energy_ev="-3.4040 / -2.9511" multiplicity=5 charge=-1 de_lowest_kcal_mol=104.29 energy_ha=-2528.2037
N 1.5102 0.8973 -1.0457 -0.5 -0.4 2.6
S 1.8277 1.3722 0.6337 -0.7 -0.7 -1.9
S 0.8211 -0.4982 -1.2949 0.6 -0.3 1.1
C -1.4520 0.2873 0.0967 1.7 0.4 -0.1
F -2.0505 0.2585 1.3164 -1.1 0.0 2.2
F -1.6821 1.5508 -0.3331 -0.5 1.2 -0.5
F -2.3068 -0.4757 -0.6426 -0.5 -0.6 -0.8
Fe 0.7297 -0.6124 1.4654 0.6 0.7 -2.2
O 0.3384 -1.5269 -0.1860 -0.5 -0.5 -1.2
H 2.2644 -1.2530 -0.0099 1.0 0.2 0.8

=====

Record 2
11
Properties=species:S:1:pos:R:3:forces:R:3 method="wB97M-V/def2-TZVPD" homo_lumo_gap_ev="6.9 / 7.6" homo_energy_ev="-13.5098 / -14.0868" multiplicity=6 charge=+1 de_lowest_kcal_mol=0.00 energy_ha=-1964.5986
Ho -0.8243 1.9951 -1.4023 -0.9 -1.6 2.6
O -1.8039 0.7524 0.2781 0.6 0.4 -1.3
N -1.5756 -0.4486 0.6913 0.4 -0.1 -0.3
S -0.1492 -1.0690 -0.0763 -0.2 -2.6 -0.1
O 0.3219 -0.0688 -1.0830 -0.7 1.3 -0.2
O -0.3113 -2.4573 -0.4707 0.1 2.3 0.4
C 1.1912 -1.0614 1.2383 0.1 -0.5 0.3
F 1.7244 0.1405 1.3129 0.1 0.5 -0.1
F 0.6449 -1.3849 2.3921 -0.1 0.0 -0.1
F 2.1130 -1.9442 0.9114 -0.2 0.1 -0.2
H -1.7507 3.0330 0.0205 0.8 0.2 -1.1

=====

What did the first record say?
10
Properties=species:S:1:pos:R:3:forces:R:3 method="wB97M-V/def2-TZVPD" homo_lumo_gap_ev="5.7 / 5.3" homo_energy_ev="-3.4040 / -2.9511" multiplicity=5 charge=-1 de_lowest_kcal_mol=104.29 energy_ha=-2528.2037
N 1.5102 0.8973 -1.0457 -0.5 -0.4 2.6
S 1.8277 1.3722 0.6337 -0.7 -0.7 -1.9
S 0.8211 -0.4982 -1.2949 0.6 -0.3 1.1
C -1.4520 0.2873 0.0967 1.7 0.4 -0.1
F -2.0505 0.2585 1.3164 -1.1 0.0 2.2
F -1.6821 1.5508 -0.3331 -0.5 1.2 -0.5
F -2.3068 -0.4757 -0.6426 -0.5 -0.6 -0.8
Fe 0.7297 -0.6124 1.4654 0.6 0.7 -2.2
O 0.3384 -1.5269 -0.1860 -0.5 -0.5 -1.2
H 2.2644 -1.2530 -0.0099 1.0 0.2 0.8